1.
Here is a cluster of 2 separate species, C4H5O2 in total from the OMol25 dataset. Energies are from wB97M-V/def2-TZVPD.

Results
E_LUMO (spin up / spin down)   -5.4 / -7.2 eV
Total charge   +1
HOMO-LUMO gap (spin up / spin down)   9.9 / 6.5 eV
Energy   -305.38629 Eh
E_HOMO (spin up / spin down)   -15.310 / -13.760 eV

Each line ends with the natural charge from an NBO analysis.
Atoms and positions in Å:
O 1.51906 0.42513 -2.05931  -0.297
O 1.19243 -0.93964 -0.40414  -0.355
C 1.84992 -0.64831 -1.46414  0.600
H -0.09865 1.83866 -1.54642  0.282
H -1.24059 -0.14700 2.92619  0.191
C -1.87937 -0.08798 2.07478  -0.205
H -2.48627 -0.97609 1.78733  0.210
C 0.35079 0.04376 -0.20865  0.217
H 2.55757 -1.37287 -1.75890  0.234
H -2.29058 0.95034 1.87597  0.208
C 0.52568 0.91400 -1.22270  -0.084



2.
Here is the ion C4H5O3P with charge -2 from the OMol25 dataset. Energies are from wB97M-V/def2-TZVPD.

Results
E_LUMO   6.7 eV
Structure (SMILES)   C=CC(=C)P(=O)([O-])[O-]
Total charge   -2
HOMO-LUMO gap   6.0 eV
Energy   -722.47141 Eh
E_HOMO   0.719 eV

Each line ends with the natural charge from an NBO analysis.
Atoms and positions in Å:
C -1.20968 -0.32821 0.39219  -0.153
H -1.64960 1.64455 -0.18701  0.174
O 1.36048 -1.28652 1.93101  -1.256
C 0.32191 -0.15944 -1.58910  -0.470
O 2.76581 -0.86248 -0.23212  -1.245
H -1.54045 -0.95949 1.15506  0.201
C 0.05858 -0.27376 -0.30411  -0.333
H -2.78802 1.01332 0.91789  0.150
O 1.94621 1.17535 1.15429  -1.257
P 1.75398 -0.34127 0.76112  2.349
H 1.35276 -0.01682 -1.88183  0.221
H -0.34864 -0.34026 -2.39919  0.125
C -2.02335 0.73503 0.28181  -0.507



3.
Here is a structure of composition C4H5O3Sc from the OMol25 dataset. Energies are from wB97M-V/def2-TZVPD.

Results
E_LUMO (spin up / spin down)   -14.7 / -13.6 eV
⟨S²⟩   1.76
Multiplicity   2
Total charge   +3
HOMO-LUMO gap (spin up / spin down)   6.7 / 8.1 eV
Energy   -1140.51047 Eh
E_HOMO (spin up / spin down)   -21.329 / -21.662 eV

Each line ends with the natural charge from an NBO analysis.
Atoms and positions in Å:
H -2.90616 -1.75525 1.31636  0.236
Sc 3.97490 3.54993 -2.61219  1.890
H 0.00892 -1.28602 2.28132  0.288
H -1.92848 0.14098 0.25943  0.314
C -0.92722 -1.11602 1.74522  -0.359
H 0.90447 -0.06686 -2.50947  0.563
C -0.99370 0.03439 0.85142  0.359
O -0.04909 0.79134 0.64610  -0.079
H -1.95275 -2.80470 2.52795  0.280
C -1.98249 -1.93326 1.87318  -0.041
O 2.57724 2.34848 -1.82702  -0.817
C 1.77784 1.43815 -1.78566  0.931
O 1.49653 0.65886 -2.76666  -0.565



4.
Here is a structure of composition C4H5O3Yb from the OMol25 dataset. Energies are from wB97M-V/def2-TZVPD.

Results
E_LUMO (spin up / spin down)   -12.3 / -14.0 eV
⟨S²⟩   2.01
Multiplicity   3
Total charge   +3
HOMO-LUMO gap (spin up / spin down)   8.8 / 7.0 eV
Energy   -1538.56110 Eh
E_HOMO (spin up / spin down)   -21.050 / -20.962 eV

Each line ends with the natural charge from an NBO analysis.
Atoms and positions in Å:
C 1.99713 1.53406 -2.04145  0.885
Yb 4.35808 3.87731 -2.93947  1.963
C -1.07403 -1.20990 1.91120  -0.356
O 2.78731 2.45031 -2.10126  -0.817
O 1.68070 0.76165 -3.01639  -0.586
H 1.10317 0.03117 -2.74027  0.555
O -0.21008 0.71304 0.82865  -0.056
C -2.12745 -2.02833 2.03288  -0.058
H -0.13687 -1.38204 2.44472  0.285
C -1.13874 -0.06063 1.01173  0.362
H -3.05294 -1.84453 1.48094  0.234
H -2.10017 -2.90012 2.68737  0.276
H -2.08610 0.05800 0.44134  0.312



5.
Here is a structure of composition C4H5O4Pr from the OMol25 dataset. Energies are from wB97M-V/def2-TZVPD.

Results
E_LUMO (spin up / spin down)   -13.4 / -13.4 eV
⟨S²⟩   3.75
Multiplicity   4
Total charge   +3
HOMO-LUMO gap (spin up / spin down)   6.5 / 7.5 eV
Energy   -972.13738 Eh
E_HOMO (spin up / spin down)   -19.897 / -20.959 eV

Each line ends with the natural charge from an NBO analysis.
Atoms and positions in Å:
Pr -3.06730 -4.07567 -1.80528  1.979
C 0.47173 1.14051 0.74154  -0.554
H 0.71815 -1.38136 0.60684  0.543
O 0.00633 -2.08453 0.34105  -0.592
O -1.37678 -0.38423 0.85068  -0.490
C -1.16414 -1.55193 0.29115  1.057
O -2.07409 -2.01931 -0.40328  -0.760
C -0.81776 0.79455 0.35164  0.572
H 0.60432 1.67936 1.68314  0.368
O 2.54896 1.96910 0.00549  -0.520
H 1.22669 1.00941 -1.29725  0.215
H -1.49960 1.34663 -0.29484  0.254
H 3.02268 2.21106 -0.79771  0.544
C 1.40083 1.34640 -0.27316  0.384



6.
Here is the ion C4H5O5S with charge -1 from the OMol25 dataset. Energies are from wB97M-V/def2-TZVPD.

Results
E_LUMO   3.6 eV
Structure (SMILES)   C[C@@H]1OC(=O)[C@H]1S(=O)(=O)[O-]
Total charge   -1
HOMO-LUMO gap   9.0 eV
Energy   -929.83662 Eh
E_HOMO   -5.459 eV

Each line ends with the natural charge from an NBO analysis.
Atoms and positions in Å:
O -4.48571 -0.31786 0.47046  -0.988
H 0.96369 0.46015 0.35578  0.208
O -2.70267 -1.99717 0.16048  -1.033
C -1.69836 1.82245 0.48646  0.760
O -2.22302 2.75586 1.03742  -0.576
H 0.57415 -1.11233 -0.67805  0.231
C -0.69755 0.46179 -0.77986  0.092
C 0.70648 0.03650 -0.62810  -0.666
H -1.39343 -0.20155 1.62902  0.264
O -0.86240 1.97367 -0.60393  -0.532
S -3.18318 -0.64639 -0.12454  2.411
H 1.38451 0.29295 -1.41306  0.212
C -1.74677 0.34815 0.62560  -0.633
H -1.30671 -0.02371 -1.68999  0.274
O -3.09898 -0.37081 -1.52158  -1.026



7.
Here is a structure of composition C4H5O6Tl from the OMol25 dataset. Energies are from wB97M-V/def2-TZVPD.

Results
E_LUMO   -0.1 eV
HOMO-LUMO gap   9.5 eV
Energy   -779.39755 Eh
E_HOMO   -9.614 eV

Each line ends with the natural charge from an NBO analysis.
Atoms and positions in Å:
O 1.11686 0.62338 1.13275  -0.811
O 2.12297 1.57658 -0.57639  -0.809
H -0.87180 -2.77144 0.14896  0.185
H 1.19045 -1.78237 0.86828  0.204
O -3.30078 2.37351 0.95952  -0.455
C 1.63817 0.56979 -0.01461  0.961
Tl 1.15522 3.26069 0.85107  0.863
O -1.27946 3.06363 0.06478  -0.588
H -0.80642 0.02519 -0.27164  0.464
O 1.48904 -0.52755 -0.77202  -0.526
C -2.30486 2.62815 0.43465  1.056
C 0.95196 -1.72648 -0.20361  -0.099
O -1.31626 -0.79422 0.01689  -0.709
H -0.72135 -2.09485 -1.49251  0.156
H 1.48017 -2.53357 -0.72486  0.192
C -0.54391 -1.89043 -0.42126  -0.083



8.
Here is a cluster of 2 separate species, C4H5OPS in total from the OMol25 dataset. Energies are from wB97M-V/def2-TZVPD.

Results
E_LUMO (spin up / spin down)   -1.6 / -1.6 eV
HOMO-LUMO gap (spin up / spin down)   7.7 / 7.7 eV
Energy   -970.07815 Eh
E_HOMO (spin up / spin down)   -9.330 / -9.325 eV

Each line ends with the natural charge from an NBO analysis.
Atoms and positions in Å:
H -1.87634 -1.22019 1.00855  0.250
C 0.30258 -0.15604 -1.39922  -0.528
O 1.31077 2.28062 0.53065  -0.951
S 3.38087 -0.63057 -0.23497  -0.347
C -0.90139 -0.77376 0.62418  -0.176
H 0.57017 -0.20738 2.32596  0.283
H 0.45588 -0.08727 -2.46089  0.255
C 0.26933 -0.47820 1.18255  -0.557
C -0.78404 -0.64749 -0.86175  -0.182
P 1.52847 -0.08238 -0.02046  1.294
H 1.42946 2.72125 -0.27966  0.437
H -1.66343 -0.95684 -1.43462  0.222



9.
Here is a structure of composition C4H5OPt from the OMol25 dataset. Energies are from wB97M-V/def2-TZVPD.

Results
E_LUMO (spin up / spin down)   -10.8 / -13.2 eV
⟨S²⟩   3.77
Multiplicity   4
Total charge   +2
HOMO-LUMO gap (spin up / spin down)   8.8 / 6.9 eV
Energy   -348.81587 Eh
E_HOMO (spin up / spin down)   -19.528 / -20.126 eV

Each line ends with the natural charge from an NBO analysis.
Atoms and positions in Å:
H -0.67700 0.22977 -1.60127  0.279
C -0.70032 0.39422 0.58823  0.095
O 1.77503 -0.51005 -1.16436  -0.447
H -2.02505 0.26461 2.22302  0.290
C -0.16403 0.47807 -0.67290  -0.076
H 0.88686 0.50852 0.92259  0.223
C -1.67159 -0.18136 1.29061  -0.120
H 1.76141 1.48205 -0.70917  0.304
H -2.20644 -1.05206 0.90231  0.287
C 1.31604 0.50741 -0.46680  0.004
Pt 1.70509 -2.12118 -1.31226  1.161



10.
Here is a structure of composition C4H5PS from the OMol25 dataset. Energies are from wB97M-V/def2-TZVPD.

Results
E_LUMO   -0.8 eV
HOMO-LUMO gap   8.1 eV
Energy   -894.79428 Eh
E_HOMO   -8.897 eV

Each line ends with the natural charge from an NBO analysis.
Atoms and positions in Å:
S -0.63222 -1.71638 0.17511  -0.039
H 2.33502 -1.56538 0.07069  0.239
P -1.84209 0.20240 0.24232  0.937
H -4.07162 0.43551 -0.18247  0.188
C 0.51654 -0.32253 0.10585  -0.054
H 2.19058 -0.20980 -0.99408  0.243
C 1.93426 -0.62660 -0.08846  -0.668
C -0.18464 0.85873 0.10599  -0.641
C -3.17898 1.04720 -0.22222  -0.688
H 2.55193 0.07917 0.64539  0.228
H 0.38123 1.81767 0.14187  0.255



11.
Here is the molecule C4H6 from the OMol25 dataset. Energies are from wB97M-V/def2-TZVPD.

Results
E_LUMO   1.2 eV
Structure (SMILES)   C=CC=C
HOMO-LUMO gap   10.4 eV
Energy   -155.94688 Eh
E_HOMO   -9.165 eV

Each line ends with the natural charge from an NBO analysis.
Atoms and positions in Å:
H 1.09674 0.01640 1.59642  0.209
H 0.02314 -1.91615 0.57137  0.198
C -0.05823 -0.92113 -1.26681  -0.368
H 0.08156 -1.69463 -2.00277  0.205
H 0.09537 2.31877 1.13751  0.200
C -0.29778 1.39385 0.73001  -0.388
C -0.03684 -0.95523 0.05837  -0.221
C 0.28872 0.21624 0.89970  -0.214
H -0.07275 0.05462 -1.75726  0.184
H -1.11994 1.48725 0.03347  0.194



12.
Here is the molecule C4H6 from the OMol25 dataset. Energies are from wB97M-V/def2-TZVPD.

Results
E_LUMO   0.8 eV
Structure (SMILES)   C=CC=C
HOMO-LUMO gap   9.6 eV
Energy   -155.93284 Eh
E_HOMO   -8.731 eV

Each line ends with the natural charge from an NBO analysis.
Atoms and positions in Å:
C -0.60751 0.50113 -0.28767  -0.215
H -2.03967 -1.18584 0.23394  0.196
H 2.68010 -0.59940 0.28775  0.197
C 1.79295 0.09506 0.01905  -0.387
H -0.47035 1.54857 -0.25939  0.213
H 0.48347 -1.41380 -0.40337  0.212
C -1.82976 -0.12318 0.06090  -0.368
H 2.16548 1.09610 0.39817  0.198
H -2.74533 0.42290 0.23807  0.192
C 0.57061 -0.34155 -0.28745  -0.237



13.
Here is the molecule C4H6 from the OMol25 dataset. Energies are from wB97M-V/def2-TZVPD.

Results
E_LUMO   1.0 eV
Structure (SMILES)   CC#CC
HOMO-LUMO gap   10.3 eV
Energy   -155.89370 Eh
E_HOMO   -9.300 eV

Each line ends with the natural charge from an NBO analysis.
Atoms and positions in Å:
H -0.20518 1.65990 -1.07019  0.236
C -0.54971 -1.12266 0.07659  -0.092
C -0.85576 1.44852 -0.20831  -0.700
C -0.95402 0.01024 -0.05758  0.075
H -1.82159 1.92521 -0.34336  0.245
H -0.36163 1.85512 0.68488  0.235
H 1.26751 -2.02422 -0.62089  0.221
H 1.14505 -1.88048 1.16415  0.221
C 0.90780 -1.42100 0.20861  -0.635
H 1.42752 -0.45064 0.16607  0.194



14.
Here is the molecule C4H6 from the OMol25 dataset. Energies are from wB97M-V/def2-TZVPD.

Results
E_LUMO   1.0 eV
Structure (SMILES)   C#CCC
HOMO-LUMO gap   11.0 eV
Energy   -155.90627 Eh
E_HOMO   -10.058 eV

Each line ends with the natural charge from an NBO analysis.
Atoms and positions in Å:
C 1.27034 0.10701 0.08523  0.009
H -1.72194 -0.90322 1.01719  0.227
H -0.30289 1.16971 -0.81863  0.234
H -0.36911 1.27967 0.85107  0.231
C -1.27864 -0.40637 0.06048  -0.594
C 2.43520 -0.16793 -0.01249  -0.252
C -0.11337 0.60634 0.05917  -0.497
H -2.16559 0.21993 -0.59288  0.199
H 3.33100 -0.70617 0.05379  0.230
H -1.08501 -1.19897 -0.70293  0.213



15.
Here is the molecule C4H6 from the OMol25 dataset. Energies are from wB97M-V/def2-TZVPD.

Results
E_LUMO   1.1 eV
Structure (SMILES)   C#CCC
HOMO-LUMO gap   11.0 eV
Energy   -155.93808 Eh
E_HOMO   -9.910 eV

Each line ends with the natural charge from an NBO analysis.
Atoms and positions in Å:
H -1.93261 -2.54351 -0.99269  0.234
H -0.73685 1.48138 -0.06665  0.229
H 1.39291 -0.53368 0.80193  0.217
H 0.28111 0.79865 -1.30451  0.231
C 1.01607 0.49181 0.73941  -0.594
C -1.47665 -1.63555 -0.67492  -0.253
H 0.63307 0.75760 1.72710  0.210
C -0.10910 0.61510 -0.29990  -0.482
H 1.84655 1.16705 0.50544  0.212
C -0.91450 -0.59884 -0.43520  -0.005



16.
Here is a cluster of 2 separate species, C4H6 in total from the OMol25 dataset. Energies are from wB97M-V/def2-TZVPD.

Results
E_LUMO   0.6 eV
Structure (SMILES)   C1=CC=1.C
HOMO-LUMO gap   9.5 eV
Energy   -155.82794 Eh
E_HOMO   -8.985 eV

Each line ends with the natural charge from an NBO analysis.
Atoms and positions in Å:
H 3.11315 0.53044 0.05159  0.212
H -2.39866 -1.32940 0.74052  0.233
C -2.30771 -0.31914 0.35411  -0.197
C -2.85602 0.92498 0.17455  -0.152
C 2.58374 -0.24717 -0.38586  -0.853
H 1.50090 -0.06791 -0.40184  0.227
H -3.76105 1.55887 0.20622  0.241
H 2.96467 -0.56250 -1.38969  0.208
H 2.63630 -1.24596 0.16074  0.206
C -1.47533 0.75778 0.48967  -0.123



17.
Here is a structure of composition C4H6B7Ca3F28O3 from the OMol25 dataset. Energies are from wB97M-V/def2-TZVPD.

Results
E_LUMO   1.2 eV
Total charge   -1
HOMO-LUMO gap   10.0 eV
Energy   -5386.98225 Eh
E_HOMO   -8.804 eV

Each line ends with the natural charge from an NBO analysis.
Atoms and positions in Å:
F -4.21463 -3.59638 -0.57650  -0.586
F -0.87192 -0.80910 3.21735  -0.625
B 0.50874 -3.14412 2.02690  1.358
O 4.96687 0.91393 0.62276  -0.484
F -1.99588 -3.32688 -0.79515  -0.566
F -2.76851 -5.22922 0.09418  -0.561
H 5.29691 0.48888 -2.03776  0.185
B -2.25018 -0.58502 3.56018  1.362
F -2.33369 -0.41438 4.93227  -0.542
F -0.36745 -0.94972 -1.43656  -0.591
F -1.89874 -0.95170 0.10245  -0.602
F -2.20805 2.24332 -3.11327  -0.587
F -4.07565 2.40312 -4.40511  -0.533
C 7.15295 1.33310 -0.26128  -0.633
F -0.68155 2.70196 4.45853  -0.563
F -6.06844 -0.30987 -1.09742  -0.568
F 0.40323 1.57001 2.79350  -0.639
F -1.40331 1.01989 -1.05252  -0.537
F -2.10952 3.23563 -5.18166  -0.543
F -3.01237 -4.81566 -2.17326  -0.528
O 2.83071 0.27560 0.81729  -0.673
B -0.20779 2.80332 3.14388  1.358
F -2.99031 -1.68518 3.10077  -0.619
H 7.75067 2.08287 -0.78819  0.223
F -5.28245 0.17579 -3.18655  -0.571
F -2.44070 0.94005 -4.97487  -0.605
H 7.41118 0.37068 -0.69571  0.223
F 1.01783 -4.42837 1.99467  -0.535
Ca -1.91728 0.05920 -2.90287  1.885
F 0.06527 0.15161 0.54486  -0.560
C 3.70817 0.80210 0.19571  1.016
F 1.24032 -2.25278 1.20850  -0.589
B -5.07142 0.37129 -1.80543  1.341
F 0.78735 3.81438 3.02584  -0.580
B -2.70329 2.23638 -4.44125  1.316
O 3.60515 1.21834 -1.06193  -0.462
F -5.00490 1.70721 -1.44230  -0.545
B -2.99614 -4.27529 -0.90833  1.290
C 4.90854 1.40676 -1.58370  -0.093
H 7.49785 1.40005 0.76996  0.237
F -2.70980 0.55892 2.92602  -0.533
C 5.69179 1.73587 -0.31871  0.065
F -3.81950 -0.24955 -1.50828  -0.629
F -0.84541 -3.10180 1.73051  -0.584
F -1.26345 3.08494 2.28701  -0.551
H 4.95517 2.18274 -2.34348  0.214
Ca -3.07861 -2.81190 1.15744  1.903
Ca 1.25436 -0.46701 2.59951  1.890
H 5.53262 2.78797 -0.07099  0.198
B -0.88879 -0.07961 -0.43909  1.355
F 0.89407 -2.59238 3.29206  -0.600



18.
Here is a structure of composition C4H6Br2Cl6 from the OMol25 dataset. Energies are from wB97M-V/def2-TZVPD.

Results
E_LUMO   0.0 eV
HOMO-LUMO gap   9.4 eV
Energy   -8064.93491 Eh
E_HOMO   -9.359 eV

Each line ends with the natural charge from an NBO analysis.
Atoms and positions in Å:
H -0.79746 -0.01571 2.17744  0.183
Br 0.04700 0.84316 1.00637  0.077
H -0.75339 -1.53656 0.20532  0.252
Cl -0.66040 1.99924 -1.52253  0.063
C -0.13323 -0.48154 -1.52151  -0.476
Cl -0.07709 -2.24723 1.79850  0.004
H 0.79060 -0.06711 -1.92509  0.187
C -0.95504 -0.96704 2.68560  -0.282
Cl 2.07496 0.91341 -2.28556  0.040
Br -0.48834 -2.11713 -2.55074  -0.038
H 1.02090 -1.26291 0.11060  0.225
H -0.97760 0.18792 -1.68577  0.222
Cl -0.46245 -0.87191 4.34419  0.043
Cl 1.68359 3.71201 -1.66016  0.046
C 0.03445 -0.82451 -0.04042  -0.458
C 1.08013 2.09878 -1.33069  -0.302
Cl -2.70273 -1.25417 2.47318  -0.022
H 1.27612 1.89130 -0.27873  0.236